P | Formula: C10H20N3O2
Source: the Open Molecules 2025 dataset
Level of theory: ωB97M-V with the def2-TZVPD basis set

Positions of all 35 atoms, in Å:
O 2.331 -1.461 1.833
O 1.657 -2.320 -0.102
N 1.904 1.196 0.310
N 0.627 -0.036 -1.188
N 2.266 1.551 -0.780
C -1.794 2.236 -2.350
C 3.007 -2.743 2.308
C -2.607 -0.442 -0.899
C 1.524 0.923 -1.802
C -1.964 0.784 -0.279
C 2.249 -3.883 2.871
C 1.028 -0.005 0.292
C 1.778 -1.409 0.639
C -1.576 1.927 -0.881
C -1.100 3.002 0.040
H -0.494 0.220 -1.264
H 0.204 0.108 0.993
H -2.680 -0.422 -1.947
H -1.683 3.949 0.061
H 1.669 -4.435 2.162
H 0.762 -1.059 -1.460
H 0.992 1.614 -2.492
H -2.204 -1.425 -0.634
H -2.033 0.728 0.782
H 2.924 -4.593 3.328
H -0.029 3.295 -0.298
H -2.765 1.983 -2.708
H 1.499 -3.451 3.567
H -1.149 2.654 0.990
H -1.663 3.275 -2.375
H -3.698 -0.478 -0.523
H 3.612 -2.240 3.045
H 3.747 -2.947 1.422
H -1.046 1.779 -2.969
H 2.257 0.427 -2.521

As for the HOMO energy: -13.06 eV. Its charge is +1.

=====

Q | Formula: C10H20N3O2
Source: the Open Molecules 2025 dataset
Level of theory: ωB97M-V with the def2-TZVPD basis set

Positions of all 35 atoms, in Å:
O 0.992 0.176 -1.574
O 3.057 0.914 -0.658
N 2.231 -0.021 -0.822
N -0.049 -1.577 0.179
N -0.182 -0.243 0.385
C 0.458 2.072 -0.277
C -0.441 3.285 -0.047
C 0.024 0.728 -0.816
C 2.221 -1.192 -0.324
C -2.630 0.975 -0.900
C -0.609 0.199 1.586
C 1.212 -3.634 -0.245
C -0.337 -0.534 2.833
C 1.079 -2.206 -0.559
C -1.305 0.679 -1.676
H -1.010 1.181 1.519
H 0.655 -4.224 -1.005
H 2.256 -3.990 -0.254
H 1.212 2.474 -0.940
H -1.087 1.205 -2.679
H -2.816 0.221 0.023
H 0.770 -3.756 0.830
H -2.640 1.979 -0.510
H 3.038 -1.642 0.271
H -3.415 0.763 -1.646
H -0.391 -2.111 1.051
H 0.101 4.206 0.202
H -0.429 0.203 3.590
H -1.110 3.178 0.808
H -1.028 -1.322 2.934
H 0.777 -2.057 -1.566
H -1.515 -0.386 -2.124
H 1.118 1.779 0.601
H 0.728 -0.841 2.700
H -0.937 3.521 -0.888

As for the HOMO energy (alpha / beta): -12.92 / -12.92 eV. Its charge is +1. The SMILES is C/C=[N+]1\N[C@H](C)C=[N+]([O-])OC1(CC)CC.

=====

Which of them is the least stable? Correct choice: Q.

=====

P | Formula: H28O18S
Source: the Open Molecules 2025 dataset
Level of theory: ωB97M-V with the def2-TZVPD basis set

Positions of all 47 atoms, in Å:
S 0.006 0.012 -0.201
O -2.187 -1.349 -3.262
O -2.363 2.742 -1.790
O 0.406 2.030 3.632
O 0.939 -0.031 0.926
O 3.077 1.434 1.820
O 0.654 -0.615 -1.351
O -1.216 -2.745 0.320
O -1.934 -1.270 2.709
O -3.023 -0.791 -0.749
O 0.694 0.686 -3.635
O 3.005 -1.662 1.563
O -0.389 -2.532 -2.906
O -1.120 -0.799 0.195
O -1.047 3.004 1.385
O 1.154 3.456 -1.087
O -0.296 1.438 -0.496
O 2.777 -2.125 -1.164
O 0.568 -0.656 3.368
H 2.412 0.818 1.352
H 2.844 -2.207 -0.247
H -1.546 2.348 -1.624
H 0.417 0.980 3.339
H 1.578 3.583 -0.274
H -0.996 -1.823 0.244
H 0.475 0.131 -4.408
H 3.756 1.367 1.030
H -1.309 -1.531 -3.271
H -2.155 -1.387 -2.327
H 1.149 -0.439 4.010
H -3.106 2.408 -1.218
H -1.893 2.822 1.680
H -0.149 -1.806 -2.270
H -0.765 2.456 0.633
H -2.018 -1.173 1.756
H 3.478 -1.105 2.127
H -2.035 -0.723 -0.423
H 0.749 -0.489 2.451
H 2.183 -1.245 1.160
H 0.015 2.503 2.808
H -2.166 -3.019 0.037
H 0.407 -2.782 -3.316
H -3.553 0.098 -0.554
H 0.702 2.525 -0.984
H 2.033 -1.601 -1.347
H 0.928 0.152 -2.901
H -1.123 -1.067 3.244

As for the HOMO energy: -3.79 eV. Its charge is -2.

=====

Q | Formula: H28O18S
Source: the Open Molecules 2025 dataset
Level of theory: ωB97M-V with the def2-TZVPD basis set

Positions of all 47 atoms, in Å:
S -0.214 -0.045 0.381
O -0.188 1.145 -0.404
O -3.570 -1.176 -0.700
O 3.327 1.820 -1.310
O -2.533 1.473 -1.559
O -0.697 -1.281 -2.902
O 1.178 -0.499 0.712
O -0.978 0.211 1.597
O -2.157 -0.914 3.606
O 2.995 -1.662 -0.845
O -3.686 0.892 1.268
O 1.802 -0.678 -3.001
O 0.396 3.748 0.457
O -0.841 -3.394 0.563
O -0.722 2.388 3.038
O 3.372 0.649 1.277
O -0.885 -0.986 -0.392
O 0.837 1.947 -2.606
O 2.233 -2.235 2.179
H 0.181 2.115 -3.271
H -1.657 -0.347 2.952
H -2.613 0.657 -1.721
H -0.948 1.474 2.790
H 3.932 -0.024 1.251
H 2.429 2.042 -1.358
H 1.492 0.155 -2.646
H 3.392 1.234 -0.455
H 1.741 -1.495 1.728
H 2.605 -2.468 -1.293
H -0.679 -1.071 -1.872
H 1.395 -2.828 2.545
H 2.194 -1.102 -2.144
H -1.014 2.826 2.213
H 2.518 -1.149 -0.129
H -2.660 -1.219 -0.543
H -0.875 -2.447 0.042
H -0.065 -3.753 0.147
H -0.587 3.879 0.600
H 0.146 -1.275 -3.241
H 0.524 1.678 -1.705
H -1.685 1.547 -1.127
H -3.798 -1.593 -1.574
H 0.479 2.851 0.272
H -4.007 0.029 0.708
H -2.909 0.551 1.668
H 2.562 0.072 1.283
H -1.783 -1.724 3.530

As for the HOMO energy: -4.52 eV. Its charge is -2.

=====

Which of them is the least stable? Correct choice: P.

=====

P | Formula: C18H36Br18
Source: the Open Molecules 2025 dataset
Level of theory: ωB97M-V with the def2-TZVPD basis set

Positions of all 72 atoms, in Å:
Br 6.680 0.296 -6.922
Br 4.217 4.778 6.452
Br 1.391 5.491 -2.889
Br -7.441 -2.321 2.985
Br 1.421 3.823 2.703
Br -2.074 -6.560 -5.152
Br -1.313 -0.712 -2.616
Br -1.242 -2.156 0.638
Br 0.530 1.874 9.160
Br 4.720 -1.719 3.710
Br -6.804 -2.196 -1.537
Br -9.090 1.904 -6.452
Br 4.513 4.662 -1.193
Br 2.437 -5.984 -4.112
Br 0.189 -0.783 6.517
Br -6.531 2.348 -3.809
Br 4.130 -0.508 -3.164
Br 4.782 -5.862 1.700
C -8.427 2.988 -3.914
C 0.468 -5.930 -3.833
C 0.004 0.002 9.249
C -6.802 -2.866 0.314
C 3.536 4.468 4.575
C -1.735 0.255 -0.934
C 4.794 -3.916 1.814
C -9.455 2.018 -4.500
C 4.628 -0.061 -5.053
C 6.166 0.191 -5.094
C 5.115 -3.606 3.264
C -7.722 -1.922 1.085
C 4.251 6.169 -2.540
C 2.883 6.784 -2.212
C 0.915 -0.812 8.346
C 2.134 3.858 4.578
C -0.827 -0.264 0.207
C -0.187 -6.952 -4.797
H 4.178 3.672 4.199
H 0.101 -4.939 -4.099
H -1.509 1.245 -1.329
H 2.844 7.198 -1.204
H -2.772 0.228 -0.598
H 5.511 -3.645 1.039
H 4.961 6.981 -2.383
H 2.749 7.691 -2.803
H 4.306 -0.850 -5.732
H -5.779 -2.803 0.686
H 6.738 -0.651 -4.702
H -8.763 -2.236 1.003
H 4.146 0.879 -5.321
H -1.049 -0.094 8.984
H 1.891 -0.327 8.336
H -0.126 -7.967 -4.405
H -10.511 2.265 -4.392
H 0.075 -0.141 10.327
H 3.827 -3.512 1.515
H -6.980 -3.941 0.350
H 2.187 2.869 5.031
H -0.978 0.283 1.138
H -7.590 -0.857 0.893
H 3.707 5.267 3.853
H 6.141 -3.711 3.616
H 1.512 4.565 5.127
H 1.162 -1.853 8.556
H 6.482 1.124 -4.628
H 0.244 -6.130 -2.785
H 0.433 -6.922 -5.692
H -8.641 3.286 -2.887
H -8.386 3.935 -4.452
H 0.251 -0.186 0.062
H -9.239 1.017 -4.127
H 4.262 5.692 -3.519
H 4.363 -4.213 3.769

As for the HOMO energy: -9.92 eV. The SMILES is BrCCBr.BrCCBr.BrCCBr.BrCCBr.BrCCBr.BrCCBr.BrCCBr.BrCCBr.BrCCBr.

=====

Q | Formula: C18H36Br18
Source: the Open Molecules 2025 dataset
Level of theory: ωB97M-V with the def2-TZVPD basis set

Positions of all 72 atoms, in Å:
Br -4.570 1.696 0.976
Br -3.435 -2.302 -1.973
Br -0.884 0.566 -1.104
Br -3.350 -2.080 1.938
Br 5.433 -3.379 4.510
Br -3.093 4.537 2.785
Br 0.233 3.194 -5.354
Br -0.671 -4.006 -4.815
Br 3.196 -1.526 -4.050
Br -2.656 3.717 -1.685
Br 2.386 2.616 -1.708
Br 4.887 1.336 4.904
Br 3.870 2.015 1.504
Br 0.487 -5.391 -0.285
Br 1.798 -0.821 2.380
Br 5.866 6.265 2.398
Br -4.219 -6.581 0.661
Br -5.051 1.752 -3.717
C 0.940 0.471 1.169
C 5.811 -1.457 4.319
C 4.591 -0.665 4.971
C -1.148 2.659 -3.970
C -4.457 0.436 -2.377
C -3.744 1.635 2.762
C 3.075 0.859 -2.432
C 2.359 0.278 -3.711
C -3.354 -4.187 2.059
C 0.108 -5.046 -3.159
C 4.548 3.918 1.304
C -0.293 -0.285 0.617
C -4.047 2.968 3.526
C -3.812 -4.664 0.677
C 5.072 4.440 2.668
C -4.243 -0.899 -3.078
C -1.163 3.860 -2.990
C -0.420 -4.445 -1.819
H 1.280 0.185 -3.593
H -3.545 0.888 -1.988
H -1.158 -0.507 1.242
H 5.270 3.933 0.487
H 5.860 3.881 3.173
H 0.865 1.411 1.717
H -5.105 3.228 3.513
H -2.300 -4.445 2.153
H 1.736 0.702 0.461
H -3.686 -0.834 -4.013
H -0.054 -1.328 0.410
H 4.146 0.879 -2.634
H -0.768 1.804 -3.411
H 3.779 4.598 0.936
H -3.744 2.934 4.573
H 2.448 0.922 -4.586
H 5.932 -1.210 3.264
H -5.198 -1.270 -3.449
H 1.194 -4.973 -3.215
H -3.972 -4.446 2.919
H -4.749 -4.351 0.216
H -5.169 0.492 -1.554
H 6.815 -1.324 4.720
H -4.334 0.899 3.308
H -2.108 2.396 -4.413
H 4.396 -0.956 6.003
H 4.209 4.565 3.322
H -0.244 3.998 -2.421
H -0.136 -6.106 -3.216
H -2.771 1.158 2.643
H 3.219 0.159 -1.610
H -3.022 -4.595 -0.071
H -1.258 4.743 -3.622
H -0.142 -3.400 -1.685
H 3.756 -0.876 4.304
H -1.492 -4.641 -1.783

As for the HOMO energy: -9.80 eV. The SMILES is BrCCBr.BrCCBr.BrCCBr.BrCCBr.BrCCBr.BrCCBr.BrCCBr.BrCCBr.BrCCBr.

=====

Which of them is the least stable? Correct choice: P.

=====

P | Formula: C4H9O2P
Source: the Open Molecules 2025 dataset
Level of theory: ωB97M-V with the def2-TZVPD basis set

Positions of all 16 atoms, in Å:
P -2.000 -1.372 0.479
O 1.597 0.726 0.009
O 0.781 -1.494 0.179
C 0.337 -1.290 1.422
C 1.239 -0.559 -0.513
C -1.641 -0.362 -0.860
C 0.821 1.863 -0.428
H 0.543 -0.397 1.894
H -2.428 -0.292 1.272
H -0.242 1.680 -0.210
H -1.393 -0.707 -1.953
H 1.271 2.586 0.216
H 0.239 -2.202 2.010
H -1.774 0.695 -0.596
H 1.724 -0.904 -1.453
H 0.926 2.028 -1.467

As for the HOMO energy (alpha / beta): -7.36 / -7.36 eV.

=====

Q | Formula: C4H9O2P
Source: the Open Molecules 2025 dataset
Level of theory: ωB97M-V with the def2-TZVPD basis set

Positions of all 16 atoms, in Å:
P -2.194 -0.713 0.106
O -1.190 1.786 -0.846
O 1.765 -0.357 -0.802
C 0.569 0.264 1.009
C 0.365 -0.771 -1.079
C -0.450 -0.112 -0.061
C 1.798 -0.440 0.607
H 2.645 0.154 1.047
H -2.729 -0.002 -0.984
H 0.260 -0.487 -2.046
H 0.231 -1.882 -0.928
H -0.509 2.471 -0.774
H 0.346 1.290 0.945
H 0.277 -0.015 2.083
H -2.904 0.290 0.734
H 1.719 -1.475 0.989

As for the HOMO energy (alpha / beta): -9.26 / -9.27 eV.

=====

Which of them is the least stable? Correct choice: P.